(1)
DFT (wB97M-V/def2-TZVPD) results for C4H9NO in the gas phase.

Geometry (Å):
O 1.314 -1.580 0.067
C 0.876 -0.353 0.067
C 2.023 0.520 0.106
H -0.185 1.906 0.446
H -1.947 -1.415 0.595
H 2.331 -0.962 -0.129
H 2.466 0.548 1.104
H -1.767 1.212 0.878
H -0.828 -2.061 -0.629
N -0.427 -0.104 -0.047
H 1.966 1.506 -0.357
H -2.073 -0.863 -1.093
C -0.974 1.228 0.121
C -1.374 -1.174 -0.308
H -1.401 1.593 -0.821

Multiplicity ... 1
Energy relative to the best compared isomer or geometry (same formula, charge and spin) ... 314.5 kJ/mol
Lowest unoccupied orbital energy ... 0.02942 Eh
HOMO energy ... -7.985 eV


(2)
DFT (wB97M-V/def2-TZVPD) results for a gas-phase ion, C4H6N3O (charge +1) in a non-equilibrium geometry.

Geometry (Å):
C 1.599 -0.787 -0.192
H 0.205 -1.497 -1.574
O -0.867 0.121 2.227
C 0.015 -0.720 2.141
C -0.676 1.030 -1.116
N -1.416 0.607 1.116
H 1.771 0.228 -0.715
N 0.297 -0.714 0.432
H -2.131 1.394 1.136
N 0.677 -1.680 -0.795
H -0.075 0.938 -1.928
H -1.159 1.996 -1.119
H 2.412 -1.260 0.365
C -0.651 0.344 0.022

Multiplicity ... 1
Total charge ... +1
Energy relative to the best compared isomer or geometry (same formula, charge and spin) ... 778.1 kJ/mol
Lowest unoccupied orbital energy ... -0.19181 Eh
HOMO energy ... -13.918 eV


(3)
DFT (wB97M-V/def2-TZVPD) results for 4 unconnected molecules or ions with the total composition C16H44N4O4 in a non-equilibrium geometry.

Geometry (Å):
H 1.384 1.790 -1.214
H 3.465 0.650 0.102
C -2.167 0.936 -0.436
H -2.727 0.003 -0.335
H 2.008 3.397 -1.151
C 3.973 1.460 -0.428
C -0.647 -1.382 3.291
H -2.670 1.373 -1.304
H -1.900 -6.525 0.646
H 2.685 0.820 2.690
H -2.188 3.860 1.495
N 1.094 -3.002 -0.804
C -2.220 3.249 0.586
H 3.857 3.312 -3.140
C -0.388 -1.881 1.876
H 5.205 2.516 -2.663
C 0.196 -0.159 3.566
H 0.774 -3.378 0.092
H -1.158 0.640 -0.738
N -2.075 -1.107 3.436
O 1.603 2.639 -3.072
H -0.425 -1.049 1.166
H -4.200 5.080 -1.226
H -1.557 -6.822 -1.069
H 0.564 4.348 -3.621
H 0.510 -1.759 -3.240
C -1.165 -6.385 -0.141
H -0.308 2.830 -3.860
H -3.518 5.616 0.221
H 1.214 -3.349 -3.432
H -1.221 1.434 1.374
H -1.343 3.548 -0.011
H -2.729 0.602 2.430
O -3.382 3.569 -0.161
H -0.071 0.230 4.561
H -0.290 -2.151 3.991
H -1.413 -4.783 -2.288
C 3.469 1.907 -1.798
H -2.572 -1.922 3.100
O -0.950 -5.004 -0.332
H 3.353 0.229 4.248
C -2.130 1.769 0.871
C -0.084 -3.222 -1.673
H 5.015 1.152 -0.544
H 0.159 0.689 2.875
N 4.362 2.968 -2.325
H -2.296 -0.953 4.415
H 0.646 -2.224 1.778
N -3.151 1.306 1.823
H -0.971 -2.716 1.480
C 2.059 2.477 -1.749
H -3.925 0.823 1.386
C 0.322 -2.819 -3.094
H 2.030 1.434 4.151
H -0.087 3.573 -2.256
H -0.217 -6.892 0.065
C 0.400 3.343 -3.211
H -0.512 -3.108 -3.747
C -3.328 4.903 -0.589
H 0.239 -5.334 -2.029
C 2.453 0.521 3.720
H -0.940 -2.613 -1.366
C -0.533 -4.659 -1.635
H -2.431 5.124 -1.168
H 1.813 -3.672 -1.071
H 3.993 2.250 0.328
O 1.562 -0.570 3.661
H 3.480 1.068 -2.500

Multiplicity ... 1
Energy relative to the best compared isomer or geometry (same formula, charge and spin) ... 98.0 kJ/mol
Lowest unoccupied orbital energy ... 0.02717 Eh
HOMO energy ... -8.575 eV


(4)
DFT (wB97M-V/def2-TZVPD) results for C4H9NOS2 in the gas phase in a non-equilibrium geometry.

Geometry (Å):
C 0.022 0.254 0.188
H 0.329 -2.405 0.430
H -1.128 -3.168 -0.162
N 0.902 0.677 -0.648
H -0.376 0.261 -2.597
H 1.202 1.865 3.033
C 1.233 1.601 1.935
C -0.440 -2.357 -0.331
H 0.050 -2.603 -1.299
O -1.041 0.893 2.306
H 1.058 2.515 1.402
H 0.456 -0.428 2.159
S 0.957 0.204 -2.312
H 2.134 1.184 1.507
C 0.126 0.515 1.692
S -1.305 -0.817 -0.253
H -1.786 0.622 1.752

Multiplicity ... 1
Energy relative to the best compared isomer or geometry (same formula, charge and spin) ... 186.1 kJ/mol
Lowest unoccupied orbital energy ... 0.00815 Eh
HOMO energy ... -9.053 eV


(5)
DFT (wB97M-V/def2-TZVPD) results for a molecular structure, C64H76BeClF3N10O2 in a non-equilibrium geometry.

Geometry (Å):
H -3.182 2.286 -4.777
C 1.911 4.390 -2.825
C 2.791 -3.084 -1.583
C 5.100 -5.470 5.159
H -2.678 0.744 -4.108
H -1.499 4.840 3.663
H 4.342 8.418 0.693
H 4.345 6.662 -3.102
H -3.730 -7.065 -8.493
C -3.546 3.816 1.117
C -3.542 3.138 -0.208
C -4.714 -2.243 4.356
H -7.056 2.344 4.658
O 2.469 0.420 -2.020
N -7.533 1.796 2.692
C 5.794 0.634 0.089
H -2.113 4.518 -1.031
H 4.117 6.482 3.556
H -0.612 -2.428 0.290
H -7.602 3.751 1.967
C -4.291 1.472 -1.767
H -3.700 -8.446 -7.400
N 6.356 -5.816 5.480
C -1.791 -6.596 -6.658
H -0.609 -1.890 2.037
Be 3.898 1.013 -4.050
C -0.598 -4.498 -3.708
N 1.567 -3.494 -2.301
H -4.998 -7.310 -7.282
H -0.299 -2.702 -4.902
H 3.763 -2.264 2.941
H 5.893 -6.679 7.320
C 0.039 1.097 -1.783
C 7.393 -5.311 4.773
C -8.269 3.083 2.511
N -3.380 5.514 3.310
N 4.110 6.490 1.472
C -2.349 4.728 3.004
C -7.000 1.564 3.911
H -3.481 -4.712 -3.840
C 3.644 5.924 -3.467
H -7.757 1.250 0.724
H -4.881 1.528 0.288
H 1.633 3.553 -6.671
C 6.708 -2.736 1.358
C -3.614 -3.245 2.031
H -4.487 -1.608 1.043
C -3.486 1.474 -4.123
H 3.144 4.340 -7.072
C 3.475 4.755 -0.018
H 4.318 -5.977 5.707
H 5.704 6.692 2.815
C -3.700 -5.929 -5.493
H 4.015 4.488 2.020
H -3.352 5.712 5.466
H -2.890 -5.760 3.698
O 1.326 -0.620 -0.438
H -4.435 1.029 -4.413
H -3.760 -3.957 5.276
H 3.383 3.699 -0.234
C -1.512 -5.153 -4.694
C -1.009 -5.833 -5.799
H -9.179 2.876 1.949
N -3.620 2.059 -2.767
C 4.003 5.173 1.182
C -0.178 -5.113 -2.553
C 1.426 0.622 -1.161
C 4.810 -4.570 4.155
H 1.723 -1.970 -3.692
N -3.125 -6.638 -6.497
C -3.336 6.327 4.571
H 1.718 1.314 -0.345
C -4.575 4.677 1.495
H 3.364 -2.271 -2.024
H -4.156 7.039 4.516
C -3.928 -7.381 -7.470
C -2.863 3.172 -2.528
H 0.747 -2.812 1.408
H 5.690 1.353 0.903
C -4.354 2.030 -0.511
C 1.691 4.075 -4.156
N 5.676 -0.710 0.738
H -4.780 -5.912 -5.508
H 0.991 3.344 -4.526
C 3.456 7.005 -0.727
H 8.337 -5.782 5.014
H 3.866 -0.174 1.631
H 3.858 6.007 -5.688
C 5.700 -2.993 2.301
H -5.260 6.257 2.881
H 3.479 -3.925 -1.678
C 3.249 5.668 -1.053
H 3.778 -4.315 3.965
H -2.450 6.958 4.495
F -0.699 0.049 -2.164
C 4.598 -2.127 2.266
H -8.615 3.644 3.379
C -5.946 -0.425 3.074
C 6.691 -1.581 0.583
H 1.233 -5.009 -0.899
H -1.523 3.255 1.820
H 7.496 -1.377 -0.108
C -7.359 0.909 1.670
Cl 2.425 2.036 2.603
H -2.246 3.613 -3.296
H 1.520 5.178 -7.003
H 8.067 -3.956 3.394
N -3.340 -3.830 3.221
C -5.028 -1.575 3.161
C -3.880 -3.372 4.373
C 0.021 -3.295 -4.055
H 1.218 4.004 -2.092
H -5.439 4.802 0.851
F -0.753 1.762 -0.899
H 6.732 0.745 -0.443
H 7.658 -3.254 1.330
H -5.286 -1.979 5.237
C 2.954 5.258 -2.450
H -1.497 -4.666 3.926
C 1.099 -2.782 -3.357
C -6.127 0.487 4.104
C -0.018 -2.084 1.142
H 1.052 -0.312 1.543
C -2.330 -4.924 3.276
H -1.935 -5.211 2.306
H 4.882 0.782 -0.492
H 7.679 -6.657 6.829
H -3.123 -3.659 1.165
C -2.812 3.726 -1.262
C 3.351 5.655 -4.797
H -0.400 -0.020 0.559
C 3.968 7.421 0.504
H 4.597 8.076 2.807
H -0.571 -6.066 -2.221
C 7.145 -4.409 3.738
C 5.853 -4.043 3.397
H 0.047 -5.868 -6.037
C -4.540 5.496 2.617
C -6.670 -0.258 1.878
H -4.831 0.586 -2.072
C -4.348 -2.071 2.009
H 2.556 -2.804 -0.561
C 0.867 -4.539 -1.800
C -2.900 -5.227 -4.595
F 0.241 1.928 -2.846
C 6.642 -6.815 6.546
H -6.480 -0.936 1.060
C -2.445 3.801 1.972
C 0.448 -0.690 0.701
H -1.443 -7.156 -7.517
C 4.657 6.993 2.761
N 2.450 4.710 -5.101
H 3.183 7.789 -1.425
C 4.625 -0.959 1.527
H -5.685 0.376 5.085
H 6.567 -7.820 6.127
C 2.208 4.472 -6.534

Multiplicity ... 1
Total charge ... +10
Lowest unoccupied orbital energy ... -0.89227 Eh
HOMO energy ... -26.795 eV


(6)
DFT (wB97M-V/def2-TZVPD) results for C8H10N2S in the gas phase in a non-equilibrium geometry.

Geometry (Å):
H -3.866 -0.057 1.147
H 2.115 -2.281 -0.143
C 0.388 1.110 0.415
H 1.085 -2.638 -1.725
C 2.922 0.523 0.839
H -0.007 1.848 1.281
C -2.809 -0.204 1.004
C 1.777 0.881 0.690
N 0.036 1.311 -0.900
C -1.625 -0.452 0.926
S 0.277 -0.054 -1.795
C -0.210 -0.628 0.750
C 1.077 -2.341 -0.594
H 0.716 -3.215 -0.094
H 3.897 0.290 1.077
H -2.171 1.279 -1.194
H -1.183 2.470 -2.102
C -1.253 1.932 -1.157
H -1.559 2.754 -0.302
H 0.350 -1.036 1.575
N 0.185 -1.232 -0.388

Multiplicity ... 1
Energy relative to the best compared isomer or geometry (same formula, charge and spin) ... 627.6 kJ/mol
Lowest unoccupied orbital energy ... 0.02949 Eh
HOMO energy ... -7.880 eV